# 1
Entry from the OMol25 dataset: 9 unconnected molecules or ions with the total composition C7H32O9 at a distorted geometry (the ωB97M-V functional and the def2-TZVPD basis).

Properties
Molar mass in g/mol: 260.32
Energy relative to the best compared isomer or geometry (same formula, charge and spin) in kcal per mole: 206.9
HOMO level in eV: -9.3

Last column: natural (NBO) charge in e.
Positions of all 48 atoms, in Å:
O: 0.64929 2.73885 -1.88171  -0.77
O: -2.91271 -0.10915 -1.65871  -0.74
O: 1.90729 -1.35815 -2.71271  -0.72
O: 0.69729 2.07085 1.52229  -0.74
O: -0.83771 -1.56015 2.86729  -0.73
O: -1.18171 -0.91015 0.22629  -0.91
O: 0.89729 0.29585 -0.77571  -1.23
O: -3.23771 0.27385 1.83429  -0.72
O: 2.57229 -1.58415 0.49729  -0.75
C: 3.96729 -1.16015 0.50429  -0.22
C: 0.96429 -2.23915 -3.19771  -0.23
C: 1.21629 2.49285 -3.15171  -0.22
C: -1.63071 -2.56215 3.48729  -0.27
C: -2.27671 0.92885 -2.35771  -0.29
C: -2.70971 1.50785 2.05229  -0.25
C: 1.37729 1.31485 2.46929  -0.27
H: -0.71971 -0.88015 3.65729  0.48
H: -2.03371 -2.37115 4.41829  0.18
H: 0.59929 -2.88215 -2.26971  0.15
H: 0.55029 2.60085 -4.04171  0.14
H: 0.71029 2.05285 -1.27171  0.50
H: -3.20371 2.03785 2.78229  0.16
H: -1.72271 1.38985 2.39929  0.16
H: -3.82871 0.17485 2.52329  0.47
H: 2.14129 -0.83915 0.02029  0.47
H: 1.86129 3.08685 -3.43771  0.14
H: 0.13829 -1.83715 -3.65371  0.15
H: 1.47229 -2.84815 -3.96171  0.17
H: 4.37929 -1.51915 -0.24471  0.16
H: 1.01529 1.50085 3.39629  0.16
H: -2.29771 -2.72215 2.66829  0.19
H: 4.36129 -1.79515 1.44229  0.16
H: 1.77829 0.61685 -0.57871  0.45
H: 1.57029 -0.99015 -1.98871  0.48
H: -2.05471 1.82785 -1.84771  0.19
H: 4.14829 -0.15015 0.69629  0.16
H: -1.15771 -0.69315 1.31729  0.58
H: -0.24371 -0.49015 -0.21971  0.56
H: -2.51471 1.14485 -3.37671  0.19
H: 1.57729 1.34385 -3.04371  0.18
H: 2.36429 1.77285 2.42229  0.16
H: -1.06971 -3.50715 3.37329  0.19
H: -1.42271 0.55685 -2.57271  0.19
H: 0.93629 1.46285 0.77029  0.49
H: -1.84171 -0.40515 -0.39271  0.56
H: 1.46529 0.22385 2.22829  0.18
H: -3.72971 -0.21915 -2.08771  0.49
H: -2.68971 2.21485 1.14929  0.18

# 2
Entry from the OMol25 dataset: C4H6BrNS in the gas phase at a distorted geometry (the ωB97M-V functional and the def2-TZVPD basis).

Properties
2S+1: 3
Molar mass in g/mol: 180.07
Energy relative to the best compared isomer or geometry (same formula, charge and spin) in kcal per mole: 1.0
HOMO level (alpha / beta) in eV: -6.3 / -9.3

Last column: Löwdin spin population.
Positions of all 13 atoms, in Å:
Br: 1.28768 1.91787 1.26663  0.09
S: -1.64529 0.78489 -0.58243  0.97
N: 0.61322 -0.63731 0.65111  0.12
C: -1.88803 -0.49526 0.64989  0.11
C: 1.51062 0.61093 -1.31194  0.06
C: 0.78304 0.59779 0.02039  0.55
C: -0.53884 -1.11947 0.93733  0.03
H: -0.57368 -2.11278 1.50534  0.00
H: 0.75748 0.77728 -2.16773  0.02
H: 2.14459 -0.32583 -1.51074  0.01
H: 2.35224 1.38354 -1.46137  0.00
H: -2.48926 -1.27137 0.29937  0.01
H: -2.31375 -0.11028 1.70414  0.03

# 3
Entry from the OMol25 dataset: a molecular structure, C19H25ClN7O4Te4Ti at a distorted geometry (the ωB97M-V functional and the def2-TZVPD basis).

Properties
2S+1: 3
Molar mass in g/mol: 1009.17
Charge: -1
Energy relative to the best compared isomer or geometry (same formula, charge and spin) in kcal per mole: 47.5
HOMO level (alpha / beta) in eV: -3.0 / -4.0

Last column: Löwdin spin population.
Positions of all 61 atoms, in Å:
Te: -1.97120 1.50605 -2.52626  0.00
Te: -0.62694 0.87018 -4.81140  0.03
Te: 1.90888 0.89334 -3.88151  0.04
Te: 1.91448 -0.82936 -1.79082  -0.01
Ti: -0.45228 -0.22999 -0.91946  1.14
Cl: -1.18032 3.75966 3.23448  0.01
O: -2.58712 -0.53312 4.06085  0.00
O: -2.64644 1.58547 4.67415  0.00
O: -1.64466 -1.98043 2.19942  0.12
O: -0.46829 -1.58620 0.33291  0.03
N: 3.96344 0.03847 2.54508  0.00
N: -0.46022 0.99934 0.63845  0.15
N: 1.23941 -4.08784 -0.54164  0.00
N: -3.13358 -1.07175 -0.53064  0.00
N: -0.51224 2.30249 1.06356  0.09
N: -1.06183 -2.28565 -2.38751  0.00
N: 2.22844 -0.11401 1.19815  0.01
C: -2.29397 0.74713 3.87414  0.00
C: -2.51374 -2.48516 -2.41078  0.00
C: -0.61061 4.60494 0.24181  0.01
C: 0.89049 5.29396 -1.51118  0.02
C: -3.14308 -2.44806 -1.02343  0.00
C: 3.14549 -0.92692 3.08100  0.00
C: -1.09501 -1.17220 1.40537  0.12
C: -0.34210 -3.59187 -2.48786  0.00
C: -1.08658 0.24695 1.59738  0.16
C: 0.00273 -4.44133 -1.23225  0.00
C: 2.08049 -1.00466 2.23668  0.00
C: -0.14106 5.57207 -0.62709  0.00
C: -0.04138 3.33030 0.23139  0.00
C: -1.54234 1.08573 2.65432  0.02
C: 3.36862 0.50188 1.40969  0.00
C: 0.98081 3.04261 -0.67467  0.02
C: -1.14869 2.35405 2.27747  0.03
C: 1.44923 4.02342 -1.52668  0.00
C: 3.98797 1.52876 0.52973  0.00
H: -0.85174 -4.44223 -0.54534  0.00
H: 1.58143 -4.87821 -0.00713  0.00
H: -4.15742 -2.86438 -1.08419  0.00
H: -3.36007 -1.06133 0.45923  0.00
H: -1.43510 4.82102 0.90191  0.00
H: 0.14164 -5.46033 -1.60328  0.00
H: -2.21615 -1.13247 3.33175  0.00
H: -2.96082 -1.68109 -3.00174  0.00
H: -2.57233 -3.06746 -0.33142  0.00
H: 0.59994 -3.40713 -3.00357  0.00
H: 1.40002 2.04246 -0.68547  0.00
H: 2.24523 3.79713 -2.22273  0.00
H: 3.37918 -1.45467 3.98876  0.00
H: 5.04952 1.64261 0.75370  0.00
H: -0.95797 -4.25046 -3.11770  0.00
H: 1.00573 -3.37509 0.13505  0.00
H: -3.84734 -0.53625 -1.01045  0.00
H: 3.87493 1.21470 -0.50962  0.00
H: -0.60543 6.55027 -0.62451  0.00
H: 1.22069 -1.64699 2.31923  0.00
H: -0.81105 -1.76533 -3.22668  0.00
H: -2.76309 -3.44031 -2.89261  0.00
H: 1.24870 6.05285 -2.19417  0.00
H: 4.83811 0.34837 2.92655  0.00
H: 3.49657 2.49608 0.64156  0.00

# 4
Entry from the OMol25 dataset: 2 unconnected molecules or ions with the total composition CH3NO3S at a distorted geometry (the ωB97M-V functional and the def2-TZVPD basis).

Properties
2S+1: 3
Molar mass in g/mol: 109.11
Energy relative to the best compared isomer or geometry (same formula, charge and spin) in kcal per mole: 2.7
HOMO level (alpha / beta) in eV: -8.4 / -10.4

Last column: Löwdin spin population.
Positions of all 9 atoms, in Å:
S: 3.38870 -0.08789 -0.25135  0.84
O: 2.91288 1.22851 0.15690  0.50
O: -0.00553 1.40100 0.11660  0.00
O: 4.47774 -0.63833 0.49676  0.60
N: 0.29115 -0.77785 -0.07860  0.05
C: -0.49077 0.20872 -0.14054  0.00
H: -0.02299 -1.60176 -0.48234  0.00
H: 0.98699 1.15942 0.34003  0.00
H: -1.47494 0.17694 -0.41998  0.00